Formula: C60H168N12O24
Source: the OMol25 dataset
Level of theory: ωB97M-V with the def2-TZVPD basis set

Last column: Mulliken charge in e.
CARTESIAN COORDINATES (ANGSTROEM)
C  0.9461  1.8480  3.5733  -0.22
C  0.8564  0.4268  4.0424  0.31
O  2.1934  -0.0597  4.1092  -0.54
O  1.5318  2.0473  2.2559  1.61
H  1.4757  2.4660  4.3149  0.51
H  -0.0840  2.2660  3.4335  -0.49
H  0.3042  -0.2318  3.3281  -0.53
H  0.3694  0.3219  5.0169  0.90
H  2.1818  -0.9167  4.5820  0.20
H  2.4787  1.8215  2.3278  -1.12
C  7.1658  -5.4194  4.7877  -0.61
C  5.7962  -4.7694  4.8484  -0.46
O  4.9631  -4.9363  3.7432  -0.33
O  7.9087  -4.7678  3.7367  -0.49
H  6.9749  -6.4609  4.5791  0.35
H  7.6347  -5.3790  5.7903  0.34
H  5.9273  -3.7049  5.0233  0.23
H  5.2850  -5.0863  5.7511  0.41
H  5.3024  -4.5600  2.9217  0.26
H  8.5531  -5.4234  3.4466  0.29
C  -2.0212  4.8551  1.7415  0.79
C  -1.6299  5.1479  3.1698  -0.41
O  -1.1836  6.4327  3.4478  -0.67
O  -0.9884  5.2508  0.8644  -0.25
H  -2.8141  5.5077  1.4190  0.44
H  -2.3499  3.8249  1.7168  -0.66
H  -0.8682  4.3804  3.4202  -0.07
H  -2.4549  4.8953  3.8606  0.47
H  -0.3466  6.5446  2.8973  0.29
H  -0.2275  4.6853  0.7846  -0.13
C  1.1055  4.3387  -2.4644  0.58
C  1.6300  5.2208  -1.3369  -1.31
O  1.7531  4.6352  -0.0246  0.73
O  -0.1358  3.6727  -2.1783  1.17
H  1.8861  3.5576  -2.5894  -0.50
H  1.0299  4.9466  -3.3762  0.07
H  0.8910  6.0364  -1.2483  0.58
H  2.5906  5.6595  -1.6882  0.39
H  2.2468  3.8182  -0.1036  -0.83
H  0.0594  2.9761  -1.5249  -1.04
C  -2.7419  6.3703  -1.9064  0.34
C  -4.0292  6.7155  -2.6364  -0.69
O  -3.8069  6.7176  -4.0505  -0.65
O  -2.4583  5.0572  -2.3456  0.58
H  -3.0460  6.3327  -0.8331  -0.21
H  -1.9155  7.0629  -2.0653  0.31
H  -4.3559  7.6934  -2.3345  0.48
H  -4.8211  5.9583  -2.4701  0.16
H  -3.4945  5.7985  -4.1900  0.20
H  -1.5834  4.6318  -2.1615  0.02
C  -3.9212  -1.9922  -3.1518  0.57
C  -5.0265  -2.6749  -3.9429  -0.77
O  -5.5440  -1.8910  -5.0514  -0.49
O  -4.4334  -0.7782  -2.5628  0.32
H  -2.9949  -1.8698  -3.7375  0.09
H  -3.7393  -2.5741  -2.2680  -0.36
H  -5.8270  -2.8727  -3.2609  0.32
H  -4.6821  -3.6873  -4.3311  0.29
H  -4.8218  -1.5198  -5.5430  0.30
H  -4.5670  -0.0581  -3.2123  0.11
C  5.8550  1.3725  -0.8902  -1.40
C  4.9632  2.5171  -0.6774  0.56
C  4.9390  3.3149  -2.0086  -1.01
O  4.5535  2.5296  -3.1434  -0.18
C  4.5305  3.3528  -4.2437  -1.39
N  3.5950  2.1640  -0.3177  2.09
H  5.4025  0.8513  -1.7393  0.07
H  5.7586  0.6793  -0.0495  0.04
H  6.8820  1.5082  -1.0773  0.58
H  5.3648  3.1775  0.1247  0.30
H  5.8922  3.7865  -2.1897  0.76
H  4.1955  4.0955  -2.0135  0.10
H  5.5107  3.7162  -4.4324  0.56
H  3.9089  4.2232  -4.0752  0.31
H  4.2027  2.8820  -5.1637  0.45
H  3.0694  1.7303  -1.0645  -0.83
H  3.7486  1.4476  0.4328  -1.22
C  -0.1099  -0.6842  -3.9929  -0.57
C  0.5199  0.7219  -4.0483  2.58
C  2.0132  0.5895  -4.0284  -1.10
O  2.3266  0.2260  -2.7042  0.61
C  3.4223  -0.7237  -2.7537  -1.08
N  0.1414  1.4588  -5.3200  -0.48
H  -1.1816  -0.6705  -3.8477  -0.15
H  0.2930  -1.1069  -3.0750  -0.47
H  0.1941  -1.3178  -4.8359  0.65
H  0.2407  1.3440  -3.1974  -1.25
H  2.4491  1.5455  -4.3126  -0.79
H  2.4161  -0.1455  -4.7161  0.71
H  3.0050  -1.6417  -3.1882  0.57
H  3.7483  -0.8833  -1.7011  -0.35
H  4.2313  -0.3500  -3.3596  0.47
H  0.2231  0.7392  -6.0449  0.37
H  -0.8584  1.6934  -5.3941  0.21
C  0.7010  -5.7820  3.0598  0.28
C  1.2412  -7.1729  2.9988  0.72
C  0.1214  -8.1740  2.6002  -0.99
O  0.6281  -9.4439  2.8384  -0.37
C  -0.1014  -10.6333  2.5106  -0.79
N  2.2817  -7.1115  1.8583  -0.51
H  0.0957  -5.5272  2.1903  -0.75
H  1.4880  -5.0325  3.1039  -0.56
H  0.1327  -5.7424  4.0486  0.31
H  1.7114  -7.4770  3.9308  0.58
H  -0.0789  -8.2207  1.5582  0.30
H  -0.7880  -7.9604  3.1140  0.54
H  -1.0669  -10.6494  3.0139  0.30
H  0.5534  -11.4387  2.7969  0.25
H  -0.3118  -10.7261  1.4520  0.31
H  3.0785  -6.5910  2.2094  -0.11
H  2.7979  -7.9969  1.8216  0.32
C  -1.1483  4.5882  -5.8177  -0.97
C  -0.1845  5.7261  -6.2254  0.11
C  1.1876  5.3168  -6.6250  -0.01
O  2.0690  6.4337  -6.4842  -0.37
C  3.4677  6.0551  -6.6205  -0.09
N  -0.8961  6.4805  -7.2567  -0.62
H  -0.8214  4.0909  -4.8916  -0.15
H  -1.0331  3.7900  -6.5340  0.54
H  -2.1749  4.8424  -5.7133  0.49
H  0.0340  6.4679  -5.4414  0.34
H  1.1339  4.9267  -7.6588  0.33
H  1.5121  4.4856  -5.9555  -0.22
H  4.1506  6.9153  -6.4911  0.27
H  3.6578  5.6727  -7.6316  0.32
H  3.7536  5.4028  -5.8241  -0.27
H  -0.5306  7.3983  -7.5045  0.24
H  -1.1616  5.9598  -8.0795  0.22
C  1.3148  -2.1458  7.3665  -1.66
C  1.2618  -3.0563  6.1363  0.09
C  -0.0641  -3.0268  5.4246  1.30
O  -1.0171  -3.6925  6.2343  -0.54
C  -2.2659  -3.7764  5.5577  -0.24
N  2.3568  -2.6026  5.1904  -0.24
H  1.3231  -1.0786  7.0708  0.21
H  2.2190  -2.3614  7.8759  0.52
H  0.5131  -2.3845  8.0772  0.38
H  1.4989  -4.0683  6.4205  0.48
H  -0.0222  -3.5832  4.4967  -0.80
H  -0.3967  -2.0069  5.1937  -0.18
H  -2.8752  -4.3488  6.2941  0.36
H  -2.2023  -4.2969  4.5756  -0.01
H  -2.6261  -2.7462  5.4072  0.12
H  2.5571  -3.2852  4.4330  -0.45
H  3.2536  -2.5868  5.6703  0.27
C  -7.7287  1.6951  -6.2879  -1.45
C  -7.0071  1.4316  -4.9248  0.73
C  -5.5051  2.0080  -5.0357  -1.13
O  -4.6681  1.6551  -3.8937  -0.27
C  -4.1228  2.7232  -3.0967  0.11
N  -7.6469  1.8981  -3.7082  -0.75
H  -8.7671  1.3742  -6.0987  0.39
H  -7.4028  1.0359  -7.1004  0.34
H  -7.6846  2.7338  -6.6515  0.33
H  -6.9486  0.2893  -4.8672  0.11
H  -5.4370  3.0972  -5.0688  0.54
H  -5.1018  1.4904  -5.8889  0.29
H  -3.6964  3.5128  -3.6905  0.37
H  -3.3605  2.3269  -2.4992  -0.83
H  -4.9754  3.1545  -2.5327  0.16
H  -7.1709  1.4159  -2.9448  0.23
H  -8.5835  1.5576  -3.7261  0.32
C  5.6465  -1.4386  2.9490  -1.39
C  4.8535  -1.3696  1.6100  0.36
C  4.3893  -2.8353  1.2907  -0.74
O  3.4008  -2.7477  0.3800  0.21
C  2.8103  -4.0111  0.0974  -0.55
N  3.7670  -0.3541  1.6376  0.69
H  6.4986  -2.1237  2.8076  0.55
H  4.9944  -1.8703  3.7454  -0.19
H  5.9725  -0.4657  3.2026  0.49
H  5.5179  -1.0370  0.8017  0.20
H  3.9417  -3.1240  2.1914  -0.30
H  5.1937  -3.4855  0.9235  0.73
H  2.1540  -3.8886  -0.7730  0.07
H  2.2096  -4.3486  0.9370  0.01
H  3.5689  -4.7685  -0.1818  0.48
H  3.3935  -0.3481  2.5848  -0.07
H  3.0362  -0.7215  1.0184  -0.66
C  -4.8424  1.8974  0.2028  -0.48
C  -4.8402  1.6802  1.7299  0.03
C  -3.4644  1.1107  2.2748  1.33
O  -3.6813  0.7973  3.6095  -0.63
C  -2.6604  0.0728  4.1826  0.20
N  -5.4985  2.7529  2.4730  -0.66
H  -4.1017  2.6511  -0.0627  -0.02
H  -5.8133  2.2424  -0.1313  0.56
H  -4.5489  1.0109  -0.3275  -0.27
H  -5.5525  0.8275  1.8710  0.13
H  -2.8273  1.9863  2.2598  -0.61
H  -3.1049  0.2612  1.7495  -0.13
H  -2.4592  -0.8272  3.5815  -0.51
H  -2.8320  -0.1521  5.2545  0.54
H  -1.6746  0.6578  4.1725  -0.08
H  -5.1692  3.6687  2.1805  0.28
H  -5.4438  2.6209  3.4803  0.31
C  3.5183  7.3296  3.6730  -1.67
C  2.8509  6.4934  2.6504  0.90
C  2.4041  5.1141  3.2417  -0.83
O  3.4999  4.3594  3.6940  -0.49
C  4.3161  3.8225  2.6747  -0.19
N  1.6246  7.1672  2.1584  -0.59
H  3.7403  8.2967  3.2068  0.46
H  4.4547  6.8775  4.0687  0.31
H  2.8103  7.5365  4.5169  0.31
H  3.5777  6.2803  1.8569  -0.06
H  1.8695  4.6461  2.3845  0.44
H  1.7408  5.2621  4.0943  0.65
H  4.1138  2.7667  2.5626  -0.06
H  5.3762  4.0426  2.7635  0.41
H  3.9795  4.3905  1.7483  -0.13
H  1.7857  8.1773  1.9790  0.29
H  1.3684  6.7831  1.2693  0.07
C  0.8331  -6.8629  -3.0453  -1.81
C  1.0184  -6.5979  -1.5797  1.44
C  -0.0642  -5.6393  -1.0366  -0.19
O  0.0240  -4.3221  -1.5698  -0.32
C  -1.1424  -3.5550  -1.6748  -0.11
N  0.9211  -7.9099  -0.8696  -0.64
H  -0.0304  -7.5052  -3.2628  0.33
H  1.7675  -7.3783  -3.4121  0.47
H  0.8293  -5.9566  -3.5709  0.44
H  1.9767  -6.0873  -1.4551  -0.37
H  0.0410  -5.5888  0.0444  -0.68
H  -1.0855  -6.0296  -1.1334  0.78
H  -1.7745  -3.4368  -0.7822  -0.24
H  -1.7622  -4.0005  -2.4653  0.90
H  -0.8022  -2.5596  -1.9441  -0.32
H  1.4788  -8.6173  -1.3925  0.27
H  1.3378  -7.8406  0.0599  0.16
C  -5.8100  -2.0118  0.4169  -1.05
C  -5.3690  -2.7771  1.6959  0.42
C  -3.8973  -3.2168  1.6415  0.75
O  -3.6364  -4.3173  0.8136  -0.09
C  -4.0121  -5.5326  1.3880  -0.86
N  -5.6586  -1.9345  2.8298  -0.69
H  -5.6505  -2.6631  -0.4678  0.14
H  -5.2824  -1.0658  0.2962  -0.18
H  -6.8440  -1.7317  0.4883  0.53
H  -6.0131  -3.6734  1.7520  0.44
H  -3.5316  -3.5173  2.6263  -0.24
H  -3.2356  -2.3671  1.3232  -0.61
H  -5.0793  -5.7694  1.5853  0.26
H  -3.5355  -5.5913  2.3760  0.27
H  -3.5868  -6.3451  0.8207  0.31
H  -5.4143  -2.3841  3.7278  0.30
H  -5.0552  -1.1286  2.8330  -0.12
C  -1.7006  0.1298  -0.8244  0.83
C  -0.5276  0.3908  0.1427  1.42
C  0.1879  -0.8364  0.6567  0.49
O  -0.7127  -1.6381  1.3555  1.19
C  -0.2149  -2.9415  1.6248  0.36
N  0.4489  1.3423  -0.4515  2.00
H  -2.4951  -0.4791  -0.3616  -0.91
H  -1.2809  -0.3900  -1.6973  -1.07
H  -2.0682  1.0645  -1.1918  0.08
H  -0.9452  0.8352  1.0414  -0.94
H  0.9566  -0.5080  1.3404  -0.37
H  0.6974  -1.2376  -0.2221  -0.03
H  -0.9796  -3.5322  2.1268  0.01
H  0.5832  -2.7551  2.3684  -0.11
H  0.1830  -3.4707  0.7800  -0.33
H  1.0886  1.7723  0.1680  -0.74
H  0.8653  0.8447  -1.2333  -1.34

Cartesian forces (eV/Å) of the 6 atoms listed first:
C -1.1979 1.3589 -0.8014
C 0.6393 -1.1405 -0.9523
O -0.0202 0.3158 0.3536
O 0.3268 -0.7510 1.0925
H -0.0540 -0.1887 -0.2000
H 0.7273 -0.3212 0.3805

The HOMO energy is -0.312 hartree. The value obtained for the LUMO energy is 0.15 eV. The maximum force is 3.44 eV/A. Its relative energy (zero: lowest compared OMol25 entry of this formula, charge and spin) is 0.0 kJ/mol. As for the total charge: 0.